[1]
Molecular formula: C32H25Cl5N8O7Ti
Method: DFT, ωB97M-V/def2-TZVPD

Calculated values
LUMO (alpha / beta): -6.927 / -6.928 eV
Charge: +2
Highest occupied orbital energy (alpha / beta): -12.76 / -12.76 eV
DFT total energy: -145554.258 eV
Kohn-Sham gap (alpha / beta): 5.8 / 5.8 eV

Each line ends with the Löwdin charge.
CARTESIAN COORDINATES (ANGSTROEM)
Ti 1.07565 -0.81566 0.30585  1.0980
C -4.65488 -0.45335 -0.83768  -0.0617
C -3.97380 -1.66126 -0.87983  -0.0470
C -2.73368 -1.79797 -0.27194  -0.0158
C -2.15483 -0.71652 0.38562  -0.2929
C -2.87473 0.47900 0.47751  -0.0452
C -4.10706 0.61465 -0.13925  -0.0658
N -0.88180 -0.79583 1.03166  -0.0020
C -0.90739 -0.79513 2.37527  -0.2051
C -2.02811 -1.10957 3.18523  0.0149
C -1.91090 -1.07954 4.54541  -0.0190
C -0.69988 -0.71695 5.19446  -0.0537
C 0.39245 -0.38682 4.45955  0.0031
C 0.30202 -0.41279 3.04351  -0.2117
N 1.26037 -0.02605 2.18981  -0.0650
N 2.36665 0.45746 2.59867  0.1445
C 3.19698 0.78101 1.55208  -0.2998
C 4.37742 1.48168 1.79493  0.0264
C 5.14862 1.87416 0.72129  -0.0161
C 4.71857 1.56988 -0.56952  -0.0210
C 3.55648 0.84787 -0.73058  -0.1318
N 2.81279 0.43284 0.30258  0.0049
H -5.62120 -0.35180 -1.31418  0.1162
H -4.42481 -2.51329 -1.37278  0.1195
H -2.21931 -2.74837 -0.28270  0.1278
H -2.48165 1.28942 1.08464  0.1071
H -4.65044 1.54810 -0.06194  0.1129
H -2.95196 -1.40906 2.71037  0.1254
H -2.76136 -1.35700 5.15487  0.1233
H -0.65526 -0.71693 6.27442  0.1165
H 1.33840 -0.12283 4.91213  0.1197
H 4.64651 1.70217 2.81799  0.1274
H 6.06957 2.41972 0.87646  0.1263
H 5.29356 1.86628 -1.43461  0.1220
H 3.20399 0.58743 -1.71926  0.1045
Cl 5.36115 -6.68780 0.26749  0.7504
C 4.30428 -5.37180 0.52276  -0.6882
C 4.10096 -4.43856 -0.49971  -0.6880
Cl 4.88829 -4.59331 -2.00769  0.7529
C 3.24317 -3.37884 -0.26878  -0.5321
Cl 2.91577 -2.15469 -1.43727  0.9014
C 2.56419 -3.22998 0.93893  -0.3640
O 1.74102 -2.19146 1.08960  -0.1955
C 2.77544 -4.15891 1.95390  -0.5966
Cl 1.93537 -3.93144 3.42950  0.7776
C 3.64522 -5.22610 1.74900  -0.6837
Cl 3.90345 -6.35768 3.00132  0.7520
N -0.43194 5.94897 1.00128  0.2040
C -0.62125 4.56201 0.45130  -0.1306
C 0.41320 3.57301 1.01724  -0.2405
N 0.30887 2.26486 0.40082  0.0411
H -1.16496 6.57825 0.66786  0.1809
H 0.46704 6.33921 0.71488  0.1771
H -0.46167 5.94561 2.02240  0.1774
H -0.54276 4.61367 -0.63389  0.1358
H -1.63083 4.23692 0.69850  0.1368
H 0.26943 3.46231 2.09613  0.1279
H 1.42486 3.95566 0.85113  0.1257
H 0.50411 2.30997 -0.59153  0.0769
H -0.61853 1.87219 0.52776  0.0474
O 0.04399 -2.00533 -1.23247  -0.0037
C -0.07376 -0.88944 -1.76092  -0.5549
O 0.64752 0.08221 -1.29972  -0.1321
C -1.06351 -0.54462 -2.81275  -0.0866
C -1.56949 0.74619 -2.76130  0.0681
C -2.54289 1.13889 -3.65353  -0.0989
C -3.00401 0.28331 -4.63813  0.1167
C -2.45585 -0.98553 -4.69101  -0.0852
C -1.50515 -1.42689 -3.78697  0.1066
N -2.90089 -1.91069 -5.76058  -0.3419
O -3.82664 -1.54222 -6.44797  0.1192
O -2.31625 -2.96980 -5.84039  0.1107
N -3.09117 2.49658 -3.52315  -0.3350
O -4.01711 2.80073 -4.23335  0.1368
O -2.56615 3.23217 -2.69416  0.0442
H -1.22786 1.43520 -2.00910  0.1106
H -3.76155 0.59164 -5.34527  0.1449
H -1.13010 -2.43938 -3.85222  0.1478

=====

[2]
Molecular formula: C32H26BrIN5O6OsS
Method: DFT, ωB97M-V/def2-TZVPD

Calculated values
LUMO (alpha / beta): -5.348 / -5.346 eV
Charge: +1
Highest occupied orbital energy (alpha / beta): -11.39 / -11.39 eV
DFT total energy: -144779.601 eV
Kohn-Sham gap (alpha / beta): 6.0 / 6.0 eV

Each line ends with the Löwdin charge.
CARTESIAN COORDINATES (ANGSTROEM)
Os -0.47390 0.88871 -1.53041  1.4564
C 0.01363 4.74320 0.69998  0.0017
C -1.11730 3.94384 1.26309  -0.2329
N -1.69454 4.31343 2.38482  0.1437
C -2.74986 3.62986 2.85776  -0.0598
C -3.29411 2.53687 2.22357  -0.1319
C -4.53217 1.87402 2.77980  -0.1875
O -4.44426 0.45434 2.82675  -0.0570
C -2.66931 2.10001 1.04364  -0.0613
C -3.20157 1.01143 0.26251  -0.0017
N -2.65636 0.55984 -0.80022  -0.0249
C -3.27069 -0.48745 -1.53032  -0.3578
C -3.94232 -1.54967 -0.94274  -0.0110
C -4.46615 -2.56018 -1.73353  -0.0381
C -4.33024 -2.51804 -3.11364  -0.0510
C -3.67155 -1.45483 -3.71755  -0.1118
C -3.15088 -0.46830 -2.90788  -0.5553
I -2.10597 1.16990 -3.73013  1.2677
C -1.56645 2.79165 0.56484  -0.2350
O -0.93780 2.45263 -0.54606  -0.2418
H 0.24892 5.57107 1.36265  0.0896
H -0.26313 5.12838 -0.28384  0.0973
H 0.88943 4.11088 0.55245  0.0610
H -3.17811 4.00629 3.77992  0.1243
H -5.38705 2.09775 2.13968  0.1359
H -4.74729 2.28956 3.76546  0.1261
H -3.84539 0.19714 3.53549  0.1010
H -4.15069 0.59105 0.58769  0.1374
H -4.00891 -1.59746 0.13725  0.1278
H -4.97945 -3.38827 -1.26446  0.1186
H -4.71992 -3.31831 -3.72779  0.1173
H -3.56671 -1.40594 -4.79241  0.1086
C 1.54615 -3.14610 5.69123  -0.0373
C 1.22257 -2.78833 4.26771  -0.2508
C 1.77649 -3.50656 3.21011  -0.0140
C 1.49137 -3.17509 1.89510  -0.0470
C 0.63348 -2.11340 1.63981  -0.3051
C 0.06118 -1.38606 2.67615  -0.0493
C 0.36088 -1.72856 3.98073  -0.0247
S 0.39280 -1.62974 -0.03034  0.6366
O 1.40583 -2.27165 -0.81028  -0.2651
O -0.98582 -1.77448 -0.40670  -0.2981
N 0.58963 0.04351 -0.02598  -0.2199
C 1.88329 0.62333 0.10819  -0.3706
C 2.98875 -0.02535 0.65981  0.0076
C 4.19342 0.65045 0.67720  -0.0377
C 4.26359 1.94591 0.18765  -0.0437
C 3.10899 2.50593 -0.32874  -0.1165
N 1.94675 1.85955 -0.36623  0.0794
H 2.42183 -3.79037 5.74255  0.0807
H 0.71147 -3.67787 6.15212  0.0919
H 1.73327 -2.25264 6.28686  0.0855
H 2.45425 -4.32558 3.41668  0.1216
H 1.93312 -3.71162 1.06664  0.1207
H -0.59692 -0.55373 2.45383  0.1104
H -0.06666 -1.15530 4.79497  0.1196
H 2.90520 -1.03291 1.03871  0.0996
H 5.07910 0.16140 1.06140  0.1183
H 5.18965 2.50294 0.19335  0.1109
H 3.10767 3.50647 -0.74627  0.1188
Br 5.56122 0.70257 -6.42528  0.7784
C 4.35557 -0.27772 -5.36119  -0.6646
C 4.49901 -1.65605 -5.23189  -0.1572
N 3.70605 -2.38451 -4.45330  0.0932
C 2.71173 -1.78783 -3.80427  -0.0519
C 2.47002 -0.42309 -3.92837  -0.1081
C 3.32390 0.35314 -4.70298  -0.0381
C 1.35028 0.22215 -3.22660  -0.5938
O 1.26026 1.46022 -3.10674  -0.0394
O 0.41948 -0.51367 -2.70114  -0.2419
H 5.27912 -2.18429 -5.76703  0.1111
H 2.10767 -2.40035 -3.14749  0.1114
H 3.17448 1.42189 -4.77636  0.1229

=====

Let's list relative energy (zero: lowest compared OMol25 entry of this formula, charge and spin) in order: 30.99 58.76 kcal per mole.